{"formula": "C62H51B2NO23", "method": "wB97M-V/def2-TZVPD", "elements": ["C", "C", "C", "C", "C", "B", "O", "O", "O", "C", "O", "C", "C", "C", "O", "O", "C", "C", "C", "B", "O", "N", "C", "C", "H", "H", "H", "H", "H", "H", "H", "H", "H", "H", "H", "H", "H", "H", "H", "H", "H", "H", "H", "O", "C", "C", "C", "C", "O", "C", "C", "H", "H", "H", "H", "O", "C", "C", "C", "C", "O", "C", "C", "H", "H", "H", "H", "O", "C", "C", "C", "C", "O", "C", "C", "H", "H", "H", "H", "O", "C", "C", "C", "C", "O", "C", "C", "H", "H", "H", "H", "O", "C", "C", "C", "C", "O", "C", "C", "H", "H", "H", "H", "O", "C", "C", "C", "C", "O", "C", "C", "H", "H", "H", "H", "O", "C", "C", "C", "C", "O", "C", "C", "H", "H", "H", "H", "O", "C", "C", "C", "C", "O", "C", "C", "H", "H", "H", "H"], "coordinates": [[-0.2003, 0.7347, 4.8772], [0.0959, 1.4360, 3.7931], [0.3391, 2.3425, 2.4940], [0.5144, 1.5407, 1.1000], [2.0890, 1.4495, 0.7610], [2.9845, 0.6072, 1.8303], [3.6147, -0.6528, 1.4103], [3.2070, 0.9742, 3.2261], [0.0728, 2.5810, 0.1279], [-1.3855, 2.4791, -0.0171], [-2.0128, 3.3903, -0.6403], [-1.8952, 1.1091, 0.6909], [-2.8152, 1.1625, 2.0181], [-3.2004, 2.6304, 2.5449], [-3.6740, 3.5872, 1.8640], [-3.0324, 2.8582, 3.9825], [-0.4779, 0.3401, 0.7012], [-0.2024, 0.1661, -0.9028], [-0.0600, 0.0226, -2.2145], [-0.3193, -1.1546, 1.3135], [0.1352, -1.5266, 2.6408], [-0.6483, -2.3134, 0.3731], [0.6246, -2.9925, -0.0926], [-1.3935, -3.3941, 1.1351], [-0.4747, 0.3981, 5.9451], [-0.4950, 3.1460, 2.4861], [1.3269, 2.9337, 2.6912], [2.5336, 2.5314, 0.7318], [2.3228, 1.0048, -0.2887], [3.9397, -1.1146, 2.2368], [3.3780, 1.9409, 3.3219], [-2.5639, 0.5391, -0.0663], [-3.8085, 0.6093, 1.7609], [-2.3571, 0.5707, 2.9041], [-2.1591, 3.2817, 4.1662], [-0.2618, -0.3187, -3.3086], [-0.6532, -1.4462, 3.2528], [1.1452, -3.6189, 0.7191], [0.3384, -3.6008, -1.0381], [1.3290, -2.1428, -0.4556], [-2.1874, -2.9662, 1.8656], [-1.9011, -4.0732, 0.3375], [-0.7032, -4.0714, 1.7617], [9.0041, -1.4691, -2.0604], [8.0585, -2.1251, -1.6585], [6.8819, -1.4768, -1.0419], [5.8481, -2.1953, -0.6002], [5.8348, -3.6693, -0.7101], [4.8887, -4.3252, -0.3080], [7.0109, -4.3168, -1.3265], [8.0445, -3.5982, -1.7680], [6.9073, -0.3963, -0.9697], [4.9785, -1.7368, -0.1453], [6.9854, -5.3944, -1.3989], [8.9138, -4.0565, -2.2228], [-4.7174, -1.2851, -7.9730], [-3.6835, -1.2891, -7.3288], [-3.6331, -0.7483, -5.9545], [-2.5000, -0.7509, -5.2512], [-1.2476, -1.2954, -5.8145], [-0.2121, -1.2984, -5.1692], [-1.2969, -1.8366, -7.1885], [-2.4302, -1.8343, -7.8926], [-4.5586, -0.3535, -5.5557], [-2.4458, -0.3577, -4.2434], [-0.3701, -2.2311, -7.5867], [-2.4848, -2.2271, -8.9003], [2.8709, 1.7141, -3.4609], [2.3038, 2.7214, -3.8502], [1.1898, 3.3164, -3.0848], [0.5671, 4.4171, -3.5098], [0.9665, 5.0890, -4.7642], [0.3990, 6.0953, -5.1515], [2.0816, 4.4934, -5.5306], [2.7040, 3.3926, -5.1047], [0.9100, 2.8121, -2.1674], [-0.2520, 4.8656, -2.9609], [2.3616, 4.9971, -6.4477], [3.5229, 2.9433, -5.6530], [-6.2675, 6.5895, 7.9463], [-5.7808, 5.4726, 7.9537], [-5.3142, 4.8303, 6.7071], [-4.7833, 3.6061, 6.7159], [-4.6377, 2.8411, 7.9721], [-4.1507, 1.7231, 7.9795], [-5.1042, 3.4833, 9.2187], [-5.6351, 4.7075, 9.2098], [-5.4272, 5.4043, 5.7954], [-4.4371, 3.1205, 5.8118], [-4.9912, 2.9097, 10.1297], [-5.9814, 5.1931, 10.1137], [-6.7883, 1.8499, 11.1192], [-7.7778, 1.4017, 10.5671], [-9.1217, 1.5458, 11.1641], [-10.2040, 1.0526, 10.5595], [-10.1055, 0.3430, 9.2667], [-11.0941, -0.1051, 8.7145], [-8.7612, 0.1990, 8.6697], [-7.6789, 0.6922, 9.2745], [-9.1768, 2.0688, 12.1110], [-11.1960, 1.1485, 10.9830], [-8.7060, -0.3240, 7.7229], [-6.6864, 0.5963, 8.8509], [3.4169, 0.3574, -7.6274], [4.0881, -0.4852, -7.0566], [3.9833, -0.6905, -5.5974], [4.7200, -1.6115, -4.9731], [5.6706, -2.4662, -5.7140], [6.3416, -3.3083, -5.1437], [5.7756, -2.2609, -7.1740], [5.0389, -1.3401, -7.7982], [3.2817, -0.0568, -5.0686], [4.6561, -1.7744, -3.9043], [6.4773, -2.8947, -7.7023], [5.1027, -1.1768, -8.8669], [-4.2650, 6.1509, -7.8512], [-4.2786, 5.1701, -7.1298], [-4.6218, 5.2761, -5.6964], [-4.6344, 4.2009, -4.9063], [-4.3075, 2.8586, -5.4307], [-4.3213, 1.8766, -4.7080], [-3.9643, 2.7525, -6.8642], [-3.9517, 3.8274, -7.6543], [-4.8595, 6.2664, -5.3280], [-4.8826, 4.2606, -3.8538], [-3.7265, 1.7622, -7.2328], [-3.7033, 3.7676, -8.7066], [8.1989, -6.0683, 0.0965], [8.1933, -7.0473, 0.8238], [7.8737, -6.9329, 2.2617], [7.8699, -8.0040, 3.0572], [8.1834, -9.3503, 2.5343], [8.1778, -10.3277, 3.2606], [8.5031, -9.4645, 1.0960], [8.5068, -8.3933, 0.3007], [7.6455, -5.9398, 2.6288], [7.6387, -7.9381, 4.1131], [8.7312, -10.4575, 0.7286], [8.7380, -8.4590, -0.7553]], "forces_ev_per_angstrom": [[1.3979, 4.6485, -5.2153], [-1.7161, -3.1758, 5.2882], [0.3083, -0.9001, 2.1315], [0.7877, 1.9384, -0.8901], [0.7847, -0.2240, -0.3722], [1.0300, -1.6993, 1.0414], [-1.3380, 2.0423, 2.2492], [0.1699, 0.4695, -2.6201], [-3.1843, -0.7346, 0.5402], [-0.7296, 3.4341, -1.7265], [3.0207, -4.7774, 3.0205], [-0.4256, -0.4884, -1.4626], [-0.4343, -0.0860, 0.8071], [-1.2392, 3.6058, -1.1844], [2.2210, -4.8802, 2.8205], [0.5149, -0.5456, -2.1144], [0.9936, 1.0940, -1.9158], [0.4611, -1.0887, -6.3374], [-1.8678, 0.1902, 7.0846], [0.2745, -2.2480, 0.3300], [-2.4174, 1.1408, -1.1902], [0.6659, -0.5529, 2.4016], [0.2912, 1.1653, -1.5704], [-0.5878, -0.6000, -0.0917], [0.6811, 0.5529, -2.5009], [1.2339, -1.5288, -0.3504], [-1.8630, -1.1096, -0.4219], [-1.1323, -1.7200, 0.0911], [-0.8893, 0.7314, 1.6942], [-0.3553, 0.7806, -1.3152], [-0.4888, -1.1171, -0.0174], [1.3372, 1.2832, 0.9925], [1.6705, 1.2354, 0.4504], [-0.5536, 1.2210, -1.5317], [-0.8597, -0.5081, -0.3353], [0.9061, 0.7885, 2.3079], [1.5957, 0.1031, -0.5481], [-0.8320, 0.8837, -1.2036], [0.7084, 0.6933, 1.7245], [-0.9101, -1.6124, 0.5607], [1.1302, -0.6331, -1.4119], [0.6673, 1.1697, 1.4982], [-0.8950, 1.0733, -0.8482], [-0.3056, -0.1263, 0.1370], [0.4758, 0.0759, -0.2221], [-0.3185, -0.0139, 0.1411], [0.0243, 0.3486, -0.0094], [-0.1841, -0.2943, 0.0393], [0.2327, 0.1948, -0.0604], [0.0206, 0.2581, -0.5179], [-0.2628, -0.2051, 0.0500], [0.0232, -0.0094, -0.0182], [-0.0175, -0.0029, 0.0004], [-0.1495, 0.2577, -0.1732], [-0.0107, 0.0377, 0.0033], [0.3680, 0.0309, 0.1905], [-0.4300, -0.0475, -0.2170], [0.0572, -0.0716, 0.2653], [-0.2180, 0.0392, -0.0256], [0.1716, 0.0361, 0.2020], [-0.2281, 0.0506, -0.1452], [-0.0978, -0.1020, -0.2997], [0.3697, -0.0917, -0.0164], [0.0828, -0.0094, -0.0314], [-0.0493, 0.0357, -0.0127], [0.0024, 0.0223, 0.0379], [-0.0280, 0.0153, 0.0111], [-0.0961, 0.2526, -0.1124], [0.1079, -0.2957, 0.1563], [-0.2382, 0.1603, 0.1557], [0.0226, -0.2004, 0.1929], [-0.2969, 0.4267, -0.1104], [0.1981, -0.3385, 0.0905], [0.2758, -0.2549, -0.0588], [0.0198, 0.2139, -0.2764], [-0.0058, -0.0210, -0.0091], [-0.0045, -0.0154, 0.0097], [-0.0301, 0.0117, 0.0233], [-0.0245, -0.0322, -0.0041], [0.1647, -0.3728, -0.0007], [-0.2427, 0.5130, 0.0206], [0.1430, -0.2593, -0.1661], [-0.0847, 0.1785, -0.2307], [0.1519, -0.2755, -0.0019], [-0.1730, 0.2621, -0.0103], [0.0113, 0.2431, 0.2580], [0.0838, -0.2848, 0.1253], [-0.0097, 0.0061, 0.0243], [0.0147, 0.0122, 0.0140], [-0.0081, 0.0122, -0.0827], [0.0031, 0.0163, -0.0224], [-0.3877, -0.1824, -0.0671], [0.3568, 0.1416, 0.2130], [-0.3516, -0.0338, 0.0105], [0.1463, 0.1933, 0.3021], [-0.4921, -0.2308, -0.2850], [0.3632, 0.1647, 0.2082], [0.3678, 0.0635, 0.0018], [-0.0898, -0.1616, -0.2936], [0.0421, -0.0070, -0.0198], [0.0001, -0.0224, -0.0421], [-0.0427, 0.0081, 0.0216], [0.0370, 0.0082, 0.0354], [0.2141, -0.2312, 0.1502], [-0.2691, 0.3051, -0.1413], [0.0015, -0.1338, 0.2978], [-0.2106, 0.2442, -0.0194], [0.2649, -0.3370, 0.3621], [-0.1988, 0.2605, -0.2054], [-0.0928, 0.1649, -0.3466], [0.2521, -0.2659, -0.0627], [0.0401, 0.0064, 0.0086], [0.0129, -0.0128, -0.0034], [-0.0012, -0.0037, 0.0471], [-0.0200, 0.0262, 0.0140], [-0.0186, -0.3930, 0.2512], [0.0109, 0.5466, -0.3274], [-0.0525, -0.1580, 0.3374], [-0.0535, 0.3349, -0.0065], [-0.0061, -0.3007, 0.3135], [-0.0394, 0.3871, -0.1596], [0.0525, 0.1384, -0.3075], [0.0718, -0.4048, 0.0159], [0.0233, -0.0090, -0.0465], [0.0277, -0.0466, -0.0047], [-0.0204, 0.0228, 0.0089], [-0.0088, 0.0424, 0.0130], [0.4504, -0.7847, 0.7344], [0.0009, 0.3165, -0.2108], [-0.0566, -0.1167, 0.3111], [-0.0470, 0.3786, -0.0401], [-0.0100, -0.4829, 0.3744], [0.0061, 0.3590, -0.2714], [0.0535, 0.1441, -0.3597], [0.0356, -0.3366, 0.0263], [0.0037, -0.0057, -0.0527], [0.0092, -0.0439, -0.0159], [-0.0120, 0.0078, 0.0487], [-0.0062, 0.0380, 0.0105]], "lowdin_charge": [0.09, -0.08, -0.06, -0.32, 0.00, -0.47, 0.06, 0.07, -0.07, -0.27, 0.08, -0.09, -0.02, -0.34, 0.08, -0.03, -0.14, -0.03, 0.16, -0.44, 0.07, -0.15, -0.09, -0.12, 0.07, 0.13, 0.14, 0.15, 0.13, 0.13, 0.11, 0.17, 0.15, 0.12, 0.11, 0.05, 0.11, 0.10, 0.11, 0.09, 0.09, 0.10, 0.09, 0.09, -0.39, 0.02, 0.02, -0.37, 0.10, -0.01, 0.02, 0.12, 0.09, 0.10, 0.13, 0.11, -0.39, 0.01, 0.03, -0.37, 0.07, 0.03, 0.03, 0.11, 0.11, 0.12, 0.12, 0.08, -0.38, 0.03, 0.03, -0.39, 0.10, 0.02, 0.03, 0.09, 0.12, 0.12, 0.12, 0.10, -0.39, 0.03, 0.02, -0.39, 0.09, 0.01, 0.03, 0.13, 0.09, 0.11, 0.12, 0.09, -0.37, 0.02, 0.02, -0.39, 0.11, 0.03, 0.03, 0.12, 0.12, 0.12, 0.12, 0.09, -0.38, 0.03, 0.03, -0.38, 0.10, 0.02, 0.02, 0.10, 0.12, 0.12, 0.12, 0.11, -0.38, 0.03, 0.03, -0.37, 0.09, 0.03, 0.03, 0.12, 0.12, 0.11, 0.12, 0.07, -0.35, 0.03, 0.02, -0.39, 0.11, 0.02, 0.03, 0.12, 0.12, 0.12, 0.12], "max_force_ev_per_a": 7.33, "homo_lumo_gap_ev": 7.31, "smiles": "C#CC[C@]1(CB(O)O)OC(=O)[C@H](CC(=O)O)[C@]1(C#C)B(O)N(C)C.O=C1C=CC(=O)C=C1.O=C1C=CC(=O)C=C1.O=C1C=CC(=O)C=C1.O=C1C=CC(=O)C=C1.O=C1C=CC(=O)C=C1.O=C1C=CC(=O)C=C1.O=C1C=CC(=O)C=C1.O=C1C=CC(=O)C=C1"}